# 1
A molecular structure, C18H54O18 in a non-equilibrium geometry. Source: the Open Molecules 2025 dataset; level of theory: ωB97M-V with the def2-TZVPD basis set.

Calculated values
LUMO energy = 0.3 eV
calculated total energy = -56381.859 eV
energy relative to the best compared isomer or geometry (same formula, charge and spin) = 11.092 eV
strongest force on any atom = 0.20484 hartree/bohr

Positions of all 90 atoms, in Å:
O1 17.6090 25.0110 38.0990
O2 20.3090 29.0500 39.3690
O3 16.4870 34.9150 40.3160
O4 17.7020 33.2440 38.3650
O5 22.8480 31.8460 39.5910
O6 10.3820 28.1770 41.1220
O7 21.2450 33.5150 37.8250
O8 13.1050 26.2110 34.3430
O9 15.4330 28.5870 43.9320
O10 17.6700 30.9580 40.0100
O11 15.6900 28.2230 38.7600
O12 18.8120 24.8450 34.7200
O13 13.1930 33.3500 39.7840
O14 12.9850 30.2800 39.6140
O15 15.1950 25.3680 39.4840
O16 14.1430 26.3700 42.7860
O17 13.7890 28.8000 36.5600
O18 18.0170 30.9070 42.8210
C1 18.3340 24.2520 35.9410
C2 16.9010 28.8690 39.0330
C3 18.9240 33.9640 38.0670
C4 16.8410 30.5430 43.5040
C5 19.9610 32.9500 37.8860
C6 11.0870 28.7710 40.0180
C7 15.2900 34.3190 40.6770
C8 16.6230 30.3440 39.4670
C9 21.4730 29.8130 38.9300
C10 14.2360 26.3260 41.4020
C11 12.0990 29.8960 40.5700
C12 15.0930 25.1750 40.8410
C13 13.2440 27.5310 36.2300
C14 17.8940 25.4740 36.7420
C15 13.4570 27.4520 34.6800
C16 14.6480 33.6860 39.4670
C17 22.1210 30.7220 39.9900
C18 16.4660 29.1440 43.1280
H1 19.5450 29.5070 39.4570
H2 14.4680 24.1570 41.1810
H3 11.7160 28.1170 39.3280
H4 13.1660 26.4070 43.1480
H5 13.2990 32.5310 39.9200
H6 21.4110 34.3850 38.2570
H7 10.2790 29.2100 39.6820
H8 17.4550 28.8370 38.1140
H9 19.0840 34.5960 38.9700
H10 22.6990 30.0730 40.7490
H11 16.9020 25.8170 36.1740
H12 16.1030 25.1860 39.1940
H13 16.0650 31.2290 43.3560
H14 13.8880 26.8030 36.6800
H15 19.0860 23.6630 36.4420
H16 16.8750 30.6680 44.6390
H17 14.6700 28.8110 36.7520
H18 17.1590 34.4490 40.5840
H19 13.2780 26.1470 41.1030
H20 14.6060 27.2620 40.9390
H21 12.1200 27.3890 36.6480
H22 18.5680 26.3050 36.4620
H23 17.5850 28.5240 39.9080
H24 15.7380 27.1790 38.7460
H25 14.5910 34.6540 38.6140
H26 15.4350 33.7060 41.5180
H27 17.8250 31.6920 39.5040
H28 21.1910 30.3850 38.0250
H29 16.1090 25.2000 41.2340
H30 9.7960 28.9710 41.6000
H31 15.1210 33.0180 38.8990
H32 16.2510 30.9010 38.6250
H33 12.1420 26.3580 34.4450
H34 15.9250 30.3770 40.2840
H35 17.7730 30.9930 41.9130
H36 22.0450 29.1560 38.6050
H37 17.2030 28.5000 43.3030
H38 11.5580 30.6150 41.1380
H39 19.8710 32.2850 38.9140
H40 21.1960 31.2760 40.7980
H41 19.7060 32.4600 36.9400
H42 17.4880 23.4800 35.6440
H43 14.4700 27.5440 34.3930
H44 12.8430 28.0880 34.0160
H45 22.2320 32.2390 39.0060
H46 14.8280 27.7940 43.6480
H47 18.1090 25.3880 34.3760
H48 12.8150 29.3490 41.2520
H49 17.0420 33.8780 38.7500
H50 18.2570 24.4490 38.3830
H51 18.9780 34.6700 37.2220
H52 13.2740 29.5400 39.1470
H53 16.1140 29.0140 42.0420
H54 14.5220 35.0930 41.0850


# 2
C18H19NO5S in the gas phase. Source: the Open Molecules 2025 dataset; level of theory: ωB97M-V with the def2-TZVPD basis set.

Calculated values
SMILES = CCOC(=O)c1cc(C(=O)OCC)c(=O)[nH]c1SCc1ccccc1
LUMO energy = -0.2 eV
calculated total energy = -41538.238 eV
energy relative to the best compared isomer or geometry (same formula, charge and spin) = 0.000 eV
strongest force on any atom = 0.01114 hartree/bohr

Positions of all 44 atoms, in Å:
S1 -2.3549 0.9859 1.6227
O1 3.8246 -0.6723 0.0238
O2 2.4542 0.5042 2.0170
O3 2.8965 -2.5527 -0.7642
O4 -2.1044 -2.1278 -1.4320
O5 -3.1787 -1.5299 0.4492
N1 0.2214 0.4542 1.7426
C1 -0.9286 0.0277 1.1962
C2 0.3602 -1.4568 -0.1481
C3 1.5273 -0.9732 0.3634
C4 6.1324 -0.0782 -0.0016
C5 0.6724 3.4035 -0.6168
C6 1.1846 2.6655 -1.6715
C7 -5.1809 -1.2080 -0.9140
C8 1.5223 0.0249 1.4174
C9 -0.5845 3.1176 -0.1184
C10 -2.6505 1.7124 -0.0550
C11 -2.1104 -1.5975 -0.3494
C12 2.8092 -1.4979 -0.1816
C13 0.4276 1.6540 -2.2361
C14 -0.8316 1.3664 -1.7386
C15 -4.3817 -2.1428 -0.0175
C16 -1.3457 2.0927 -0.6713
C17 5.1047 -1.1053 -0.4361
C18 -0.9076 -0.9858 0.2674
H1 -1.4127 0.5698 -2.1800
H2 2.1721 2.8791 -2.0507
H3 -4.9390 -2.3891 0.8882
H4 0.1790 1.2072 2.4234
H5 -5.4144 -0.2855 -0.3868
H6 5.3180 -2.0920 -0.0097
H7 0.8189 1.0768 -3.0599
H8 -0.9808 3.6803 0.7152
H9 -3.1907 0.9809 -0.6523
H10 -4.6154 -0.9774 -1.8143
H11 5.0726 -1.2085 -1.5274
H12 -3.2868 2.5732 0.1470
H13 0.3942 -2.2162 -0.9172
H14 1.2576 4.1961 -0.1758
H15 -6.1091 -1.6922 -1.2031
H16 5.9122 0.8852 -0.4528
H17 -4.1228 -3.0574 -0.5608
H18 7.1246 -0.3986 -0.3061
H19 6.1042 0.0341 1.0783


# 3
A molecular structure, C50H55BBrIrN4O5Te in a non-equilibrium geometry. Source: the Open Molecules 2025 dataset; level of theory: ωB97M-V with the def2-TZVPD basis set.

Calculated values
spin multiplicity = 2
net charge = +1
LUMO energy (spin up / spin down) = -2.8 / -4.2 eV
calculated total energy = -149787.627 eV
energy relative to the best compared isomer or geometry (same formula, charge and spin) = 2.364 eV
strongest force on any atom = 0.06347 hartree/bohr
expectation value of S² = 0.76

Positions of all 118 atoms, in Å:
Ir1 0.2542 0.0760 -0.2208
Te1 -3.2509 0.5294 -1.2651
Br1 -1.0933 -3.8732 5.8632
O1 -2.2715 3.0132 -1.1133
O2 -0.4545 -0.4680 1.9205
O3 2.3448 1.2567 1.5389
O4 2.9712 1.3059 -0.6704
O5 -0.2516 -2.3578 0.1076
N1 0.5546 -0.0053 -2.1877
N2 -1.0413 -6.3435 0.9560
N3 -1.1589 1.3178 -0.1836
N4 0.2264 -5.1162 -0.4176
C1 -0.8075 -3.4375 4.0509
C2 -9.2112 -0.3233 -3.6393
C3 -7.6207 0.6398 -1.9474
C4 4.2314 2.6208 2.3996
C5 -3.6480 -2.7096 -0.7707
C6 -1.0999 -8.3957 -0.5039
C7 1.9958 0.4639 -6.2047
C8 -0.7041 -2.0961 3.6969
C9 -7.8267 -0.1496 -3.0777
C10 6.3867 5.5201 2.6741
C11 -5.2621 0.1867 -2.0190
C12 -0.7345 -7.0912 -0.1753
C13 3.8915 2.0120 0.0848
C14 7.6566 3.3899 3.0332
C15 -0.5190 -1.7666 2.3690
C16 0.5505 -6.8563 -2.2414
C17 -4.3005 -2.6908 4.1805
C18 -3.6063 -0.5125 0.5402
C19 -4.0299 -1.9248 2.9161
C20 -3.9066 -0.5459 2.9174
C21 1.4884 0.2840 -4.8078
C22 0.3800 0.9892 -4.3466
C23 -3.6014 1.6843 1.8659
C24 -3.7158 -1.9131 0.5076
C25 -3.9190 -2.5918 1.6996
C26 -0.6313 -8.9094 -1.6948
C27 -0.5078 -4.1098 1.7728
C28 -0.7183 -4.4411 3.1136
C29 -1.2240 2.5920 -0.5567
C30 3.5155 1.9842 1.4119
C31 0.1848 -8.1507 -2.5509
C32 0.0735 -6.3484 -1.0379
C33 -0.0862 3.5437 -0.2781
C34 5.7001 3.9405 4.4623
C35 5.3810 3.3187 2.0208
C36 -0.4479 -5.2020 0.7883
C37 -0.0509 0.8329 -3.0486
C38 1.6309 -0.6822 -2.6199
C39 -6.7293 -0.7386 -3.6758
C40 2.1122 -0.5711 -3.9040
C41 6.2624 4.0357 3.0442
C42 5.7455 3.3395 0.6694
C43 -5.4338 -0.5671 -3.1825
C44 -6.3588 0.8274 -1.4128
C45 5.0155 2.6916 -0.3222
C46 -4.3134 -1.2229 -3.9580
C47 -6.1904 1.7150 -0.2101
C48 -0.5880 0.5768 2.8949
C49 -0.4184 -2.7760 1.4120
C50 -3.6942 0.1834 1.7468
B1 2.0114 0.8637 0.2427
H1 -4.0009 -3.6738 1.6802
H2 -9.6260 0.6405 -3.9375
H3 0.3803 3.3081 0.6770
H4 5.4057 5.9981 2.6567
H5 -4.4206 -2.3090 -3.9418
H6 5.6295 2.9048 4.7994
H7 0.9379 -4.4438 -0.6485
H8 -9.8795 -0.7488 -2.8898
H9 -4.3229 -2.0332 5.0478
H10 -5.2630 -3.2004 4.1137
H11 6.3636 4.4662 5.1494
H12 1.1813 -6.2751 -2.9015
H13 6.6327 3.8816 0.3713
H14 -6.8683 -1.3422 -4.5668
H15 -3.4120 -3.7538 -0.5601
H16 -0.5831 -3.0207 -0.5158
H17 7.0052 6.0355 3.4108
H18 -4.5114 2.0822 2.3174
H19 -0.8994 1.3827 -2.6776
H20 5.3142 2.7193 -1.3610
H21 -0.6158 1.4995 2.3252
H22 -3.9948 -0.0071 3.8558
H23 -4.3513 -0.9064 -5.0010
H24 2.1161 -1.3279 -1.8984
H25 -0.7852 -1.3356 4.4576
H26 6.8485 5.6571 1.6964
H27 -0.8015 -5.4837 3.3830
H28 -2.7684 1.9677 2.5102
H29 -5.9161 1.1258 0.6671
H30 -2.9042 -2.3004 -1.4595
H31 -3.3294 -0.9716 -3.5670
H32 7.5889 2.3261 3.2675
H33 3.8961 2.5698 3.4251
H34 -7.1147 2.2443 0.0132
H35 1.2498 0.1281 -6.9263
H36 -1.7191 -8.9761 0.1657
H37 8.1360 3.4919 2.0595
H38 2.1876 1.5188 -6.4028
H39 0.6710 3.4309 -1.0583
H40 -9.2054 -0.9780 -4.5086
H41 -4.6107 -2.6841 -1.2854
H42 -3.4600 2.1760 0.9052
H43 2.9825 -1.1424 -4.1954
H44 -8.4693 1.1328 -1.4856
H45 0.5370 -8.5951 -3.4719
H46 -3.5424 -3.4565 4.3448
H47 -0.4557 4.5656 -0.2873
H48 4.7138 4.4030 4.5349
H49 -1.5177 0.4510 3.4483
H50 -0.1487 1.6732 -4.9968
H51 8.2989 3.8652 3.7767
H52 -0.8887 -9.9210 -1.9775
H53 -5.4076 2.4580 -0.3795
H54 0.2706 0.5775 3.5664
H55 2.9148 -0.0935 -6.3707


# 4
2 unconnected molecules or ions with the total composition C5H9N4 in a non-equilibrium geometry. Source: the Open Molecules 2025 dataset; level of theory: ωB97M-V with the def2-TZVPD basis set.

Calculated values
net charge = +1
LUMO energy = -4.1 eV
calculated total energy = -11281.194 eV
energy relative to the best compared isomer or geometry (same formula, charge and spin) = 4.288 eV
strongest force on any atom = 0.08807 hartree/bohr

Positions of all 18 atoms, in Å:
N1 0.2780 -0.9394 -0.0900
N2 0.9429 1.7705 -0.8561
N3 -0.6775 -1.8802 0.0541
N4 -0.1517 -3.0734 0.2213
C1 -0.9068 1.8111 0.8941
C2 -1.5036 1.3530 -0.3708
C3 1.3990 -1.5561 0.2866
C4 -0.1001 1.3171 -0.2985
C5 1.1559 -2.9234 0.4081
H1 -2.1677 0.4982 -0.3637
H2 -0.9214 1.0980 1.6044
H3 1.6348 2.1327 -0.2449
H4 1.1418 1.8435 -1.8040
H5 -0.6553 2.9069 1.0677
H6 1.7834 -3.8088 0.6313
H7 -1.9210 2.1422 -1.0642
H8 -1.6065 -1.6630 -0.2450
H9 2.2757 -1.0289 0.1696


# 5
A molecular structure, C35H44BrN4O4Sn in a non-equilibrium geometry. Source: the Open Molecules 2025 dataset; level of theory: ωB97M-V with the def2-TZVPD basis set.

Calculated values
net charge = +3
LUMO energy = -10.5 eV
calculated total energy = -127006.650 eV
strongest force on any atom = 0.07637 hartree/bohr

Positions of all 89 atoms, in Å:
Sn1 -1.3692 1.0101 -1.3005
Br1 1.1962 -0.9563 8.0864
O1 0.4576 5.5697 0.6914
O2 -0.2422 1.6964 1.1302
O3 0.7129 3.9214 3.1358
O4 0.5239 2.0427 -0.9726
N1 -0.6054 0.2707 -3.4281
N2 -2.8585 0.6982 2.9914
N3 -0.9817 2.5671 3.8139
N4 -0.0489 -0.8560 -0.9562
C1 0.4837 1.6849 7.4448
C2 0.0729 -0.9314 -3.3846
C3 -0.1596 5.8902 1.9370
C4 0.6814 -2.4560 -7.4165
C5 0.1676 -1.6056 -2.0569
C6 -0.2665 6.1149 -0.4584
C7 2.8848 -1.7515 -6.5941
C8 0.7432 -0.7212 -5.6787
C9 1.5012 -0.1486 -8.0226
C10 0.8219 5.3541 2.9789
C11 -4.8017 -0.2230 4.6767
C12 1.4722 -1.2483 -6.9294
C13 -2.0747 2.2673 4.4870
C14 0.3214 2.7993 6.6502
C15 0.5621 2.2745 0.3281
C16 0.3123 -3.6935 -0.8558
C17 0.3845 -2.9571 -2.0211
C18 -4.8083 -0.6064 3.3395
C19 0.2979 -5.7744 0.5216
C20 -3.8580 0.6594 5.1631
C21 -0.7719 0.8113 -4.6426
C22 0.7871 -1.3900 -4.4791
C23 -0.1059 0.4258 -5.7877
C24 1.0919 0.5326 6.9759
C25 0.0120 3.5100 4.2815
C26 0.5620 -5.2347 -0.8788
C27 -3.7942 -0.1010 2.5638
C28 2.0278 -5.4445 -1.3198
C29 1.6833 0.5972 5.6872
C30 -2.8784 1.1561 4.2641
C31 -0.4459 -5.9141 -1.7858
C32 0.3191 -2.8877 0.3802
C33 0.0504 -1.5283 0.2861
C34 1.6211 1.6482 4.8530
C35 0.9866 2.9111 5.3350
H1 -1.3429 6.0957 -0.3365
H2 -0.7499 1.9835 2.9122
H3 0.4414 -3.1917 -6.6461
H4 2.8336 -2.8114 -6.1891
H5 1.8644 5.5046 2.7229
H6 2.3301 -0.2116 5.3302
H7 3.5088 -1.7840 -7.4901
H8 0.6006 5.8935 3.8799
H9 1.5032 -2.1921 -4.2848
H10 -1.4698 -5.5309 -1.6506
H11 2.0318 1.6289 3.8737
H12 0.1466 1.6703 8.4596
H13 2.6630 -4.8445 -0.6621
H14 1.7083 0.8798 -7.6080
H15 1.8080 3.6356 5.3244
H16 0.3244 -6.8930 0.7707
H17 -0.2963 6.9830 2.0987
H18 0.4382 -3.4727 -3.0080
H19 0.4528 -3.4169 1.2630
H20 1.4233 2.8820 0.6236
H21 -1.4624 1.6575 -4.6590
H22 0.0898 5.5378 -1.2918
H23 1.1325 -5.3989 1.1911
H24 -1.1491 5.4321 1.9828
H25 2.2094 -0.3626 -8.7919
H26 -0.2332 1.0577 -6.7152
H27 -3.8850 0.9759 6.1907
H28 -0.4067 -7.0279 -1.5187
H29 -3.6807 -0.5410 1.5847
H30 3.4786 -1.1704 -5.8427
H31 -0.6727 -5.3464 0.8245
H32 -0.1772 -5.8247 -2.8324
H33 0.5180 -0.1546 -8.5493
H34 -0.5798 4.4010 4.6335
H35 1.2603 -3.0600 -8.2005
H36 -0.2518 -2.1364 -7.9431
H37 0.0080 7.1918 -0.6631
H38 -0.0378 -0.8061 1.1507
H39 2.2838 -5.2250 -2.3720
H40 -5.4655 -1.3303 2.8206
H41 2.1634 -6.5747 -1.1571
H42 -5.5106 -0.6936 5.3781
H43 -0.1986 3.6717 7.0205
H44 -2.3203 2.9358 5.3428


What is the formula in the fifth record? C35H44BrN4O4Sn


calculated total energy of number 1 (C18H54O18)? -56381.859 eV


Among the records above, which one has the highest calculated total energy? C5H9N4